[1]
{"formula": "C44H42BrN8S3Ti", "method": "ωB97M-V with the def2-TZVPD basis set", "s_squared": 2.045, "lumo_energy_ev": [2.1, 1.9], "gap_ev": [5.662, 6.133], "total_charge": -1, "e_homo_ev": [-3.6, -4.2], "multiplicity": 3, "symbols": ["Ti", "S", "C", "N", "N", "C", "C", "C", "C", "C", "C", "N", "N", "C", "C", "C", "C", "C", "C", "H", "H", "H", "H", "H", "H", "H", "H", "H", "H", "H", "S", "C", "N", "C", "C", "N", "C", "C", "C", "C", "C", "C", "C", "C", "S", "C", "C", "C", "C", "C", "C", "C", "H", "H", "H", "H", "H", "H", "H", "H", "H", "H", "H", "H", "H", "H", "H", "H", "H", "H", "Br", "C", "C", "C", "C", "C", "N", "H", "H", "H", "H", "C", "C", "C", "C", "C", "C", "C", "C", "N", "H", "H", "H", "H", "H", "H", "H", "H", "H"], "coordinates": [[1.87110, -0.70569, -0.42145], [4.22027, -1.36816, 0.00558], [4.47203, 0.37199, 0.00673], [5.43793, 0.88987, 0.79514], [5.73043, 2.18094, 0.54347], [6.09525, 3.04684, 1.55756], [6.34947, 4.38712, 1.24314], [6.70063, 5.28259, 2.23819], [6.80461, 4.86501, 3.56100], [6.55515, 3.53382, 3.86963], [6.21109, 2.62233, 2.88344], [3.77549, 1.20010, -0.77067], [2.76416, 0.68605, -1.49900], [2.06914, 1.65400, -2.25829], [2.14841, 3.02697, -2.01282], [1.37373, 3.91786, -2.74254], [0.52577, 3.46882, -3.74576], [0.49720, 2.11261, -4.04152], [1.26365, 1.21789, -3.31551], [5.29082, 2.57876, -0.27545], [6.25808, 4.71452, 0.21270], [6.89485, 6.31747, 1.98164], [7.06720, 5.56991, 4.34066], [6.61278, 3.19959, 4.89931], [6.00025, 1.58660, 3.11401], [2.80439, 3.37961, -1.23045], [1.43290, 4.97842, -2.52461], [-0.10183, 4.16291, -4.29119], [-0.13453, 1.74411, -4.84270], [1.24598, 0.16505, -3.56163], [-0.51227, 0.10779, -1.11715], [-2.02811, -0.71440, -1.07377], [-3.06497, -0.04321, -0.42339], [-4.29323, -0.75539, -0.13755], [-4.66806, -1.64280, -1.29785], [-3.56924, -2.53264, -1.60455], [-3.80565, -3.96603, -1.55923], [-4.44272, -4.40843, -0.25936], [-5.68502, -5.03366, -0.24281], [-6.26373, -5.43924, 0.95621], [-5.60697, -5.20828, 2.15590], [-4.37174, -4.56890, 2.15009], [-3.79634, -4.17187, 0.95197], [-2.27706, -2.00083, -1.66729], [-1.10799, -2.84741, -2.55581], [-3.15797, 1.41269, -0.43736], [-3.93831, 1.91911, -1.63042], [-3.44430, 1.70896, -2.91940], [-4.15336, 2.15266, -4.02478], [-5.36600, 2.81555, -3.86141], [-5.86817, 3.02036, -2.58522], [-5.15702, 2.56933, -1.47718], [-5.08731, -0.03456, 0.05857], [-4.16086, -1.37914, 0.75223], [-4.89068, -1.01672, -2.16926], [-5.55164, -2.23007, -1.05089], [-2.83536, -4.43942, -1.68342], [-4.43294, -4.27624, -2.40159], [-6.20276, -5.20598, -1.18114], [-7.22954, -5.93159, 0.95083], [-6.05124, -5.52730, 3.09116], [-3.85243, -4.38024, 3.08303], [-2.82977, -3.67738, 0.95007], [-2.14464, 1.80207, -0.47045], [-3.62755, 1.74450, 0.49124], [-2.49273, 1.19910, -3.04366], [-3.75934, 1.98491, -5.02017], [-5.91260, 3.17329, -4.72568], [-6.81456, 3.52971, -2.44909], [-5.55414, 2.73435, -0.47987], [0.29650, -3.04090, 0.99854], [1.56645, -3.54320, -0.31819], [2.16137, -4.78586, -0.29053], [3.05483, -5.08205, -1.30723], [3.29193, -4.14348, -2.29894], [2.65435, -2.92349, -2.22774], [1.79403, -2.62150, -1.24575], [1.94148, -5.48216, 0.50468], [3.55977, -6.03979, -1.32033], [3.98445, -4.34170, -3.10467], [2.81284, -2.15796, -2.97295], [2.56692, -1.66965, 3.42182], [1.88174, -0.33248, 3.55519], [1.63928, 0.16758, 4.83087], [1.03109, 1.39377, 5.03329], [0.66585, 2.14727, 3.92722], [0.88797, 1.69126, 2.63789], [0.48216, 2.52559, 1.45512], [1.48589, 0.42083, 2.42190], [1.66624, -0.02128, 1.12663], [3.47943, -1.69303, 4.02192], [2.84453, -1.86143, 2.39303], [1.91279, -2.47666, 3.76660], [1.93521, -0.43375, 5.68681], [0.85404, 1.76485, 6.03667], [0.19734, 3.11733, 4.06570], [-0.48639, 2.20415, 1.07488], [1.19216, 2.40557, 0.63994], [0.41764, 3.58165, 1.72742]], "forces_ev_per_angstrom": [[-0.614, 1.405, 1.626], [-0.020, 0.167, -0.051], [0.091, 0.194, -0.392], [-0.023, -0.066, 0.139], [-0.142, -0.121, -0.108], [0.152, -0.015, 0.137], [-0.019, -0.021, -0.003], [0.001, -0.046, 0.032], [0.010, 0.028, 0.000], [0.022, -0.027, -0.047], [-0.037, -0.046, 0.003], [0.415, 0.209, 0.073], [0.092, 0.681, -0.237], [0.175, 0.064, -0.351], [-0.012, -0.013, 0.114], [0.010, -0.002, -0.036], [0.020, 0.002, 0.011], [-0.009, -0.051, -0.014], [0.215, 0.049, -0.075], [-0.185, 0.089, -0.082], [0.017, 0.005, 0.032], [-0.025, -0.017, -0.013], [-0.008, -0.022, -0.034], [0.021, -0.004, -0.036], [-0.016, 0.057, 0.017], [-0.038, 0.010, 0.048], [-0.001, -0.034, 0.044], [0.047, 0.008, -0.018], [0.021, -0.008, 0.042], [-0.081, -0.065, 0.033], [-0.371, -0.174, -0.225], [-0.051, -0.090, 0.136], [0.124, -0.124, -0.164], [0.071, -0.044, 0.073], [0.062, -0.047, -0.213], [0.241, 0.167, 0.421], [-0.056, 0.230, -0.050], [-0.101, 0.074, -0.070], [0.045, -0.034, 0.059], [0.025, 0.019, -0.025], [-0.001, -0.020, -0.036], [0.041, 0.026, -0.022], [0.040, -0.058, 0.086], [-0.088, -0.058, -0.184], [0.025, 0.045, 0.204], [0.046, -0.135, -0.079], [-0.067, -0.009, 0.001], [0.054, -0.019, -0.016], [-0.008, 0.002, 0.034], [0.008, -0.010, 0.050], [0.027, -0.020, -0.013], [-0.010, 0.029, -0.026], [0.019, 0.041, 0.014], [-0.039, 0.028, 0.075], [-0.089, 0.006, -0.034], [-0.035, -0.036, -0.029], [0.053, -0.063, -0.090], [-0.028, -0.044, -0.011], [0.017, -0.005, 0.029], [0.030, 0.021, 0.001], [0.002, 0.029, -0.021], [-0.026, -0.016, -0.037], [-0.033, -0.006, -0.035], [0.059, 0.058, 0.070], [-0.010, -0.006, 0.012], [-0.048, 0.039, 0.001], [0.013, 0.008, 0.028], [-0.001, -0.026, 0.012], [0.008, 0.002, 0.003], [0.033, -0.011, -0.027], [0.091, -0.303, -0.087], [-0.563, 0.046, -0.025], [0.073, -0.133, -0.008], [-0.046, 0.035, 0.037], [0.016, -0.114, -0.114], [-0.189, -0.111, -0.120], [0.357, -1.632, -0.126], [-0.026, 0.021, -0.017], [-0.011, 0.022, -0.011], [-0.026, 0.017, 0.006], [0.075, 0.117, 0.049], [-0.080, 0.109, 0.047], [-0.021, -0.012, -0.243], [-0.018, -0.044, 0.029], [0.003, -0.016, 0.022], [-0.010, 0.042, -0.011], [0.034, -0.140, -0.201], [0.042, 0.037, 0.158], [-0.012, 0.102, 0.166], [0.113, -0.141, 0.063], [-0.029, -0.008, 0.018], [0.061, -0.037, -0.124], [0.044, 0.001, 0.001], [0.030, 0.029, -0.045], [0.007, -0.022, -0.036], [0.036, -0.015, -0.026], [-0.045, -0.027, -0.089], [0.041, 0.028, -0.075], [-0.006, -0.033, 0.008]], "mulliken_spin": [0.075, 0.010, -0.145, 0.480, 0.128, -0.040, 0.045, -0.023, 0.044, -0.023, 0.049, 0.332, 0.103, -0.053, 0.035, -0.008, 0.028, -0.019, 0.032, -0.024, 0.000, -0.001, 0.004, -0.001, 0.007, 0.008, 0.000, 0.003, 0.000, 0.014, 0.098, 0.250, 0.103, -0.007, 0.005, 0.087, -0.006, 0.005, 0.002, -0.002, 0.003, 0.003, -0.005, 0.139, 0.259, -0.001, -0.002, 0.005, 0.000, 0.002, -0.001, 0.006, -0.001, -0.002, 0.001, -0.001, -0.002, 0.000, 0.000, 0.000, 0.000, 0.000, 0.002, 0.001, -0.006, 0.011, 0.000, 0.000, 0.000, 0.000, 0.003, 0.009, -0.001, -0.001, -0.001, 0.011, -0.005, -0.001, 0.000, 0.000, -0.005, 0.002, 0.001, 0.001, -0.001, 0.002, -0.004, -0.009, -0.005, -0.007, 0.000, -0.001, 0.000, 0.000, 0.000, 0.000, 0.001, 0.012, 0.001]}


[2]
{"formula": "C5H11N3O", "method": "ωB97M-V with the def2-TZVPD basis set", "lumo_energy_ev": [0.0, 0.7], "gap_ev": [6.330, 7.678], "e_homo_ev": [-6.3, -7.0], "symbols": ["C", "C", "C", "N", "H", "H", "H", "H", "H", "H", "H", "C", "N", "C", "N", "O", "H", "H", "H", "H"], "coordinates": [[0.73834, 1.14296, -0.29031], [0.95354, 2.15143, 0.78386], [-1.37771, -1.38094, -1.46528], [-0.51429, -1.06386, -0.52334], [1.61483, 0.56448, -0.56719], [0.17931, 1.47536, -1.16107], [-1.10590, -2.15705, -2.16451], [-2.29837, -0.83179, -1.55511], [1.54831, 2.99587, 0.41384], [-0.00110, 2.55679, 1.13425], [1.47903, 1.72391, 1.64167], [0.71567, -1.82925, -0.42140], [1.21180, -1.83218, 0.83387], [-1.87217, 0.53541, 0.58577], [-0.68181, -0.01006, 0.49163], [1.16031, -2.44031, -1.36502], [0.81468, -1.18961, 1.50431], [2.11497, -2.25132, 0.97359], [-2.67568, 0.49676, -0.14411], [-2.00376, 1.34341, 1.29454]], "forces_ev_per_angstrom": [[-0.264, 0.208, 0.060], [-0.060, 0.137, 0.106], [-1.481, -0.045, -1.071], [1.669, 1.158, 2.169], [-0.129, -0.236, 0.148], [-0.080, -0.052, 0.079], [0.029, 0.064, 0.190], [0.068, -0.003, -0.021], [-0.042, -0.086, 0.039], [0.092, 0.001, -0.048], [-0.017, 0.013, -0.079], [-0.690, 0.420, 0.156], [0.129, 0.139, 0.131], [-0.365, 0.505, -0.430], [0.679, -1.629, -1.622], [-0.194, 0.097, 0.114], [0.112, -0.158, -0.037], [-0.049, 0.086, 0.001], [0.245, -0.385, -0.166], [0.350, -0.233, 0.282]], "lowdin_charge": [-0.076, -0.146, 0.038, -0.130, 0.074, 0.085, 0.073, 0.039, 0.078, 0.059, 0.072, -0.570, 0.181, -0.069, -0.075, 0.069, 0.093, 0.115, 0.039, 0.050]}


We obtain energy relative to the best compared isomer or geometry (same formula, charge and spin) values of 224.4, 523.7 kJ/mol for the records listed above, in that order.